1.
2 unconnected molecules or ions with the total composition C3H9N3, computed with ωB97M-V/def2-TZVPD.

Values from the calculation:
Net charge: 0
Energy above the lowest of the compared OMol25 structures with the same formula, charge and spin (eV): 6.086
Maximum force (Eh/bohr): 0.0070
Electronic energy (eV): -7721.4879

XYZ file:
```
15
C3H9N3, DFT ωB97M-V/def2-TZVPD
N -1.00 -0.10 -0.09
N -2.37 -0.24 0.35
C 0.03 -0.63 0.92
N 0.50 -1.81 0.88
H -0.81 -0.53 -1.00
H -2.60 -1.23 0.38
H -2.97 0.22 -0.32
H 0.53 -2.21 -0.05
H -0.13 -0.12 1.86
C 1.22 1.11 0.15
C 1.95 1.01 -0.97
H 2.87 1.56 -1.15
H 1.60 1.78 0.93
H -0.48 0.87 -0.11
H 1.67 0.33 -1.78
```


2.
A single C4H7NO molecule, computed with ωB97M-V/def2-TZVPD.

Values from the calculation:
Net charge: 0
Energy above the lowest of the compared OMol25 structures with the same formula, charge and spin (eV): 3.095
Maximum force (Eh/bohr): 0.0072
Electronic energy (eV): -7796.5491
SMILES string: C1NC12COC2

XYZ file:
```
13
C4H7NO, DFT ωB97M-V/def2-TZVPD
C -0.39 0.11 -1.50
N -0.93 1.16 -0.62
C -0.16 0.08 -0.06
C 1.11 0.25 0.75
O 0.69 -0.79 1.65
C -0.54 -1.00 0.94
H -1.17 -0.51 -1.93
H 0.48 0.27 -2.13
H -0.35 2.00 -0.65
H 1.17 1.23 1.25
H 2.08 0.03 0.27
H -1.43 -0.83 1.55
H -0.56 -2.00 0.49
```


3.
A molecular structure, C50H59N6O4P2Ti, computed with ωB97M-V/def2-TZVPD.

Values from the calculation:
Net charge: +1
Energy above the lowest of the compared OMol25 structures with the same formula, charge and spin (eV): 0.000
Maximum force (Eh/bohr): 0.0383
Electronic energy (eV): -111629.4114

XYZ file:
```
122
C50H59N6O4P2Ti, DFT ωB97M-V/def2-TZVPD
Ti -0.39 0.28 0.62
O -3.57 1.34 -2.31
C -4.49 0.49 -1.80
C -5.76 0.53 -2.38
C -6.76 -0.30 -1.93
C -6.52 -1.21 -0.89
C -5.26 -1.26 -0.33
C -4.23 -0.42 -0.77
C -2.91 -0.54 -0.14
O -1.99 0.38 -0.41
N -2.63 -1.54 0.63
N -1.28 -1.51 0.94
C -0.74 -2.62 1.30
C 0.68 -2.85 1.32
C 1.18 -4.11 1.71
C 2.50 -4.43 1.50
C 3.33 -3.52 0.84
C 2.87 -2.28 0.45
C 1.55 -1.92 0.73
O 1.09 -0.73 0.38
H -2.75 1.27 -1.79
H -5.93 1.24 -3.18
H -7.74 -0.24 -2.38
H -7.30 -1.86 -0.54
H -5.04 -1.96 0.47
H -1.41 -3.46 1.48
H 0.50 -4.82 2.17
H 2.88 -5.40 1.81
H 4.36 -3.79 0.64
H 3.51 -1.57 -0.05
O -0.86 -2.52 -1.89
N -0.33 -1.28 -2.20
C 0.15 -1.18 -3.36
C 0.76 0.03 -3.93
C 1.14 -0.12 -5.26
C 1.75 0.88 -5.98
C 2.02 2.08 -5.34
C 1.65 2.25 -4.02
C 1.02 1.25 -3.28
P 0.57 1.76 -1.54
C -0.74 3.00 -1.81
C -1.39 3.50 -0.68
C -2.40 4.43 -0.78
C -2.81 4.87 -2.04
C -2.19 4.37 -3.17
C -1.16 3.45 -3.06
C 2.06 2.76 -1.17
C 2.04 4.15 -1.07
C 3.22 4.84 -0.85
C 4.42 4.16 -0.74
C 4.44 2.78 -0.84
C 3.26 2.08 -1.04
H -0.79 -3.09 -2.68
H 0.13 -2.04 -4.03
H 0.93 -1.07 -5.75
H 2.03 0.73 -7.01
H 2.50 2.89 -5.87
H 1.87 3.20 -3.56
H -1.10 3.14 0.31
H -2.89 4.81 0.11
H -3.62 5.58 -2.13
H -2.52 4.70 -4.15
H -0.69 3.08 -3.97
H 1.10 4.68 -1.18
H 3.20 5.92 -0.79
H 5.34 4.71 -0.59
H 5.38 2.24 -0.74
H 3.28 1.00 -1.11
N 1.80 2.46 1.79
C 2.83 1.71 2.32
C 4.13 2.22 2.45
C 5.11 1.40 2.94
C 4.80 0.09 3.30
C 3.49 -0.31 3.16
N 2.52 0.47 2.68
H 1.96 3.46 1.75
H 0.86 2.18 2.04
H 4.33 3.25 2.18
H 6.12 1.77 3.05
H 5.55 -0.59 3.68
H 3.18 -1.32 3.45
C -3.35 3.53 2.88
C -3.41 2.07 3.35
C -4.28 2.00 4.61
C -4.09 1.32 2.21
P -1.65 1.42 3.57
N -0.98 1.15 2.12
C -1.67 -0.18 4.58
C -0.33 -0.92 4.39
C -2.78 -1.10 4.04
C -1.92 0.01 6.08
C -0.67 2.74 4.48
C -1.35 3.32 5.73
C 0.66 2.12 4.92
C -0.38 3.93 3.52
H -4.32 3.79 2.46
H -2.61 3.67 2.09
H -3.15 4.24 3.68
H -5.21 2.53 4.39
H -3.83 2.48 5.48
H -4.55 0.98 4.88
H -5.11 1.71 2.12
H -4.15 0.25 2.35
H -3.57 1.53 1.28
H 0.00 -0.94 3.36
H -0.47 -1.95 4.73
H 0.47 -0.48 4.98
H -2.72 -1.24 2.96
H -3.78 -0.74 4.28
H -2.66 -2.07 4.51
H -1.09 0.50 6.59
H -2.03 -0.98 6.52
H -2.83 0.57 6.29
H -1.58 2.57 6.48
H -2.25 3.89 5.50
H -0.64 4.02 6.18
H 0.55 1.54 5.84
H 1.37 2.92 5.13
H 1.10 1.47 4.17
H -1.12 4.71 3.62
H -0.35 3.64 2.47
H 0.59 4.36 3.78
```


4.
A molecular structure, C37H61BCsN9O7S, computed with ωB97M-V/def2-TZVPD.

Values from the calculation:
Net charge: -2
Maximum force (Eh/bohr): 0.0671
Electronic energy (eV): -79166.7178

XYZ file:
```
117
C37H61BCsN9O7S, DFT ωB97M-V/def2-TZVPD
Cs 15.76 -6.56 10.94
O 12.10 -7.47 7.30
C 12.59 -7.03 8.45
O 13.36 -7.67 9.10
C 12.11 -5.66 8.74
O 13.04 -5.12 9.65
C 12.99 -3.74 9.68
C 14.32 -3.06 10.16
O 14.29 -1.82 10.19
O 15.25 -3.80 10.60
H 12.42 -8.38 7.06
H 11.06 -5.56 9.00
H 12.17 -5.11 7.76
H 12.11 -3.31 10.20
H 12.91 -3.39 8.63
C 15.01 -9.81 16.03
C 15.55 -8.60 15.20
C 15.57 -7.34 16.12
C 16.86 -8.95 14.49
C 17.78 -9.97 14.74
C 18.80 -9.78 13.81
C 19.99 -10.72 13.55
C 20.59 -11.46 14.82
C 19.62 -11.79 12.49
N 18.45 -8.71 13.08
N 17.30 -8.19 13.49
B 19.21 -8.07 11.84
N 18.75 -8.69 10.47
N 17.41 -9.01 10.35
C 17.22 -9.38 9.10
C 18.44 -9.28 8.34
C 19.35 -8.84 9.27
C 20.87 -8.56 9.07
C 21.54 -9.80 9.61
C 21.29 -7.23 9.57
C 15.98 -9.89 8.52
C 16.01 -11.37 8.33
C 15.78 -9.23 7.17
N 19.05 -6.59 11.90
N 18.69 -5.85 10.84
C 18.73 -4.57 11.26
C 19.17 -4.46 12.62
C 19.32 -5.80 12.97
C 19.55 -6.23 14.42
C 18.81 -5.43 15.47
C 21.08 -6.23 14.73
C 18.48 -3.54 10.22
C 18.85 -4.08 8.82
C 19.21 -2.23 10.58
H 13.92 -9.72 16.22
H 15.20 -10.68 15.46
H 15.46 -9.82 17.00
H 14.90 -8.31 14.40
H 16.16 -7.61 17.01
H 15.98 -6.44 15.58
H 14.56 -7.06 16.45
H 17.75 -10.76 15.49
H 20.80 -10.09 13.15
H 20.03 -12.35 15.10
H 21.55 -11.95 14.58
H 20.77 -10.80 15.68
H 18.69 -12.28 12.60
H 19.52 -11.30 11.52
H 20.50 -12.48 12.27
H 20.32 -8.46 12.02
H 18.57 -9.33 7.26
H 20.89 -8.57 7.98
H 21.23 -10.01 10.65
H 21.22 -10.66 9.08
H 22.67 -9.73 9.52
H 20.95 -7.06 10.58
H 22.41 -7.17 9.53
H 20.93 -6.49 8.81
H 15.25 -9.48 9.25
H 16.82 -11.52 7.63
H 16.26 -11.89 9.23
H 15.10 -11.74 7.81
H 16.52 -9.59 6.47
H 14.75 -9.53 6.85
H 15.86 -8.16 7.29
H 19.22 -3.56 13.26
H 19.11 -7.22 14.54
H 19.10 -4.40 15.61
H 17.74 -5.46 15.24
H 18.96 -6.02 16.43
H 21.48 -5.31 14.50
H 21.16 -6.44 15.83
H 21.60 -7.03 14.14
H 17.40 -3.28 10.17
H 19.75 -4.64 8.71
H 18.12 -4.84 8.74
H 18.77 -3.32 8.06
H 20.30 -2.31 10.42
H 18.88 -1.41 9.96
H 19.04 -1.91 11.63
S 12.35 -11.39 12.80
C 11.50 -11.69 11.36
N 12.10 -11.07 10.33
C 11.49 -10.69 9.06
C 10.12 -11.44 8.98
C 9.71 -12.22 9.97
N 10.43 -12.39 11.12
H 12.94 -10.51 10.52
H 11.42 -9.62 9.04
H 9.53 -11.33 8.06
H 8.82 -12.85 9.86
N 15.95 -12.09 12.62
H 14.91 -11.96 12.64
H 16.39 -11.69 11.75
H 16.31 -11.54 13.40
C 12.74 -13.36 8.88
O 12.79 -12.30 7.85
C 12.29 -11.09 7.86
O 12.40 -10.37 6.89
H 12.92 -14.29 8.30
H 11.82 -13.44 9.41
H 13.52 -13.20 9.57
```


5.
A molecular structure, CH2CaO3, computed with ωB97M-V/def2-TZVPD.

Values from the calculation:
2S+1: 2
Net charge: +1
Maximum force (Eh/bohr): 0.1202
Electronic energy (eV): -25642.5460

XYZ file:
```
7
CH2CaO3, DFT ωB97M-V/def2-TZVPD
H -1.37 -1.16 -0.25
O 0.92 0.59 -0.12
C 0.22 -0.45 0.34
O 0.52 -1.62 0.26
O -1.04 -0.18 -0.02
Ca -1.01 2.10 -0.56
H 1.76 0.71 0.35
```


6.
4 unconnected molecules or ions with the total composition C5H7N3, computed with ωB97M-V/def2-TZVPD.

Values from the calculation:
Net charge: 0
Energy above the lowest of the compared OMol25 structures with the same formula, charge and spin (eV): 11.977
Maximum force (Eh/bohr): 0.1076
Electronic energy (eV): -9757.4107

XYZ file:
```
15
C5H7N3, DFT ωB97M-V/def2-TZVPD
C 2.23 0.27 -0.92
C -0.60 0.26 -0.42
C -0.01 -0.70 0.47
C -1.03 -0.68 1.46
C -1.91 0.57 -0.02
H 3.27 1.57 -1.02
H 2.66 -1.15 -1.74
H 1.62 0.13 0.41
H 1.00 -1.49 0.15
H -0.85 -1.36 2.28
H -2.95 0.05 2.14
H -2.55 1.00 -0.76
N 1.24 0.76 -1.73
N 0.05 0.79 -1.50
N -2.18 0.00 1.19
```


7.
A molecular structure, C18H24CrFN3O10P2S, computed with ωB97M-V/def2-TZVPD.

Values from the calculation:
2S+1: 2
Net charge: -1
Energy above the lowest of the compared OMol25 structures with the same formula, charge and spin (eV): 0.000
Maximum force (Eh/bohr): 0.0038
Electronic energy (eV): -104557.6698

XYZ file:
```
60
C18H24CrFN3O10P2S, DFT ωB97M-V/def2-TZVPD
Cr -0.35 0.40 0.10
O -1.97 0.49 -0.91
N -2.11 0.80 -2.20
C -1.98 2.10 -2.54
C -2.05 2.51 -3.84
C -2.26 1.53 -4.82
C -2.45 0.23 -4.45
C -2.40 -0.19 -3.10
S -2.71 -1.78 -2.64
H -1.83 2.76 -1.70
H -1.93 3.55 -4.07
H -2.30 1.81 -5.87
H -2.64 -0.54 -5.18
C -1.93 -1.56 4.01
C -2.76 -1.02 2.85
O -4.14 -1.22 3.14
P -2.34 -1.91 1.32
O -2.39 -3.44 1.81
O -3.52 -1.76 0.32
O -1.00 -1.56 0.77
P -2.49 0.80 2.57
O -2.36 1.41 4.07
O -3.71 1.31 1.92
O -1.10 0.96 1.97
H -2.18 -2.61 4.17
H -2.16 -1.00 4.91
H -0.87 -1.49 3.79
H -4.62 -0.54 2.62
H -2.53 -4.04 1.07
H -3.23 -1.56 -0.63
H -1.44 1.60 4.28
C 3.49 -1.17 1.01
C 2.24 -0.66 0.37
N 1.26 -0.18 1.07
O 1.39 -0.20 2.45
C 2.03 -0.64 -1.04
C 3.07 -0.97 -2.05
N 0.83 -0.17 -1.39
O 0.53 -0.02 -2.61
H 3.23 -1.82 1.85
H 4.07 -0.34 1.40
H 4.09 -1.72 0.30
H 0.55 0.22 2.70
H 4.03 -0.51 -1.80
H 2.75 -0.58 -3.01
H 3.22 -2.05 -2.16
F 5.76 2.76 -1.91
C 4.48 2.67 -1.45
C 4.26 2.56 -0.10
C 2.95 2.47 0.36
C 1.86 2.48 -0.52
C 0.48 2.31 -0.01
C 2.14 2.61 -1.88
C 3.44 2.71 -2.36
H 5.10 2.54 0.58
H 2.77 2.37 1.42
H 0.40 2.64 1.03
H -0.22 2.93 -0.58
H 1.32 2.59 -2.59
H 3.65 2.79 -3.42
```


8.
A single C6H10O molecule, computed with ωB97M-V/def2-TZVPD.

Values from the calculation:
Net charge: 0
Energy above the lowest of the compared OMol25 structures with the same formula, charge and spin (eV): 3.367
Maximum force (Eh/bohr): 0.0276
Electronic energy (eV): -8427.8737

XYZ file:
```
17
C6H10O, DFT ωB97M-V/def2-TZVPD
C -1.49 0.45 1.03
C 0.21 -2.49 -0.84
O 0.46 -1.23 -0.65
C 1.55 -0.63 -0.27
C 1.53 0.79 -0.05
C 0.48 1.63 -0.03
C -0.97 1.24 -0.18
H -1.48 1.07 1.94
H -2.52 0.11 0.87
H 0.98 -3.22 -0.65
H -0.79 -2.71 -1.20
H -0.88 -0.43 1.23
H 2.42 -1.25 -0.08
H 2.52 1.21 0.13
H 0.69 2.68 0.14
H -1.11 0.64 -1.09
H -1.58 2.14 -0.31
```